Record 1
# C20H23B2F4N6O6SV

A molecular structure, C20H23B2F4N6O6SV at a distorted geometry (ωB97M-V/def2-TZVPD, the Open Molecules 2025 dataset).

Geometry as XYZ:
```
63
Properties=species:S:1:pos:R:3
V 0.9154 -0.5302 -0.4168
C 2.6085 1.4573 3.0947
C 2.2171 0.5848 1.9754
N 1.7066 0.9479 0.8471
O 1.3850 2.2462 0.6905
B 1.4133 2.6909 -0.6901
F 0.5613 3.6698 -0.9352
F 2.6414 2.7027 -1.2517
O 0.6748 1.2883 -1.5271
N 1.5572 0.3930 -1.9136
C 2.3947 0.2575 -2.8643
C 2.6506 1.2464 -3.9365
C 2.9941 -1.1216 -2.7403
N 2.6264 -1.6922 -1.6550
O 2.9534 -3.0277 -1.6271
B 3.3898 -3.5865 -0.4340
F 3.7702 -2.8193 0.5722
F 3.4377 -4.8822 -0.3861
O 1.0239 -2.3152 0.4746
N 1.6879 -1.3695 1.0338
C 2.2032 -0.9211 2.1075
C 2.5932 -1.7044 3.2939
C 3.8197 -1.7371 -3.8037
H 2.6355 2.5009 2.7953
H 1.8771 1.3312 3.8991
H 3.5790 1.1460 3.4839
H 2.7956 2.2329 -3.5000
H 3.5150 0.9755 -4.5336
H 1.7707 1.2951 -4.5849
H 2.3258 -2.7504 3.1716
H 3.6700 -1.6143 3.4549
H 2.0836 -1.2986 4.1701
H 3.8317 -1.1319 -4.7039
H 4.8455 -1.8564 -3.4466
H 3.4428 -2.7335 -4.0362
C -5.8106 3.4594 2.4521
C -4.7374 2.4343 2.2601
C -3.3932 2.8114 2.1607
C -2.3985 1.8667 2.0109
C -2.7562 0.5214 1.9444
C -4.0861 0.1132 2.0355
C -5.0651 1.0764 2.1951
S -1.5231 -0.6880 1.7684
O -2.0995 -1.9855 1.6605
O -0.4051 -0.4331 2.6358
N -0.9023 -0.2673 0.2093
C -1.5371 -0.8535 -0.9079
C -2.8782 -0.9721 -1.2347
C -3.1556 -1.6019 -2.4366
C -2.1248 -2.0617 -3.2587
C -0.8163 -1.8866 -2.8598
N -0.5539 -1.3043 -1.6862
H -5.4249 4.4676 2.3183
H -6.2259 3.3833 3.4587
H -6.6227 3.3024 1.7420
H -3.1301 3.8598 2.2032
H -1.3619 2.1691 1.9360
H -4.3397 -0.9374 2.0025
H -6.1000 0.7721 2.2788
H -3.6514 -0.6020 -0.5795
H -4.1836 -1.7347 -2.7449
H -2.3401 -2.5566 -4.1939
H 0.0259 -2.2266 -3.4480
```

Output
HOMO level (spin up / spin down) in eV: -14.3 / -14.4
Spin multiplicity: 1
Gap between HOMO and LUMO (spin up / spin down) in Eh: 0.1793 / 0.1934
Total charge: +2

Mulliken population analysis, charges in e, atoms 1 to 4:
1 V -0.92
2 C -1.75
3 C 0.70
4 N 0.68

---

Record 2
# C18H16ClN5O3S

A single C18H16ClN5O3S molecule at a distorted geometry (ωB97M-V/def2-TZVPD, the Open Molecules 2025 dataset).

Geometry as XYZ:
```
44
Properties=species:S:1:pos:R:3
C 5.8365 -3.9038 -0.9749
C 4.3649 -3.7824 -0.7262
C 3.8528 -4.0149 0.5482
C 2.4952 -3.9160 0.7907
C 1.6509 -3.5829 -0.2495
S -0.0815 -3.4137 0.1034
O -0.5188 -4.4478 0.9913
O -0.8346 -3.1767 -1.0895
N -0.0669 -2.0094 1.0735
C 0.1327 -0.8231 0.4375
N 0.8984 -0.7535 -0.6819
C 0.8532 0.5285 -0.9790
N 0.1114 1.2031 -0.0884
N -0.3567 0.3337 0.8376
C -0.0403 2.6360 -0.0951
C -1.3367 3.0597 0.5480
C -1.3633 4.1389 1.4204
C -2.5498 4.5501 1.9996
C -3.7196 3.8678 1.7065
Cl -5.2036 4.3696 2.4308
C -3.7100 2.7856 0.8400
C -2.5193 2.3899 0.2606
C 0.0227 3.0788 -1.5645
C 1.1860 2.4798 -2.3410
O 1.7862 3.0608 -3.2093
N 1.4701 1.1804 -2.0113
C 2.1286 -3.3529 -1.5218
C 3.4892 -3.4548 -1.7560
H 6.1260 -4.9544 -0.9818
H 6.4013 -3.4101 -0.1869
H 6.1098 -3.4681 -1.9320
H 4.5266 -4.2730 1.3521
H 2.0763 -4.0974 1.7673
H -0.7345 -1.9809 1.8282
H 0.8003 3.0792 0.4607
H -0.4496 4.6655 1.6534
H -2.5677 5.3889 2.6771
H -4.6259 2.2593 0.6232
H -2.5120 1.5408 -0.4054
H -0.8922 2.7600 -2.0745
H 0.0818 4.1649 -1.6316
H 2.1491 0.6673 -2.5567
H 1.4291 -3.0916 -2.2982
H 3.8777 -3.2771 -2.7482
```

Output
HOMO level in eV: -8.9
Spin multiplicity: 1
Structure (SMILES): Cc1ccc(S(=O)(=O)Nc2nc3n(n2)[C@H](c2ccc(Cl)cc2)CC(=O)N3)cc1
Gap between HOMO and LUMO in Eh: 0.3420

Mulliken population analysis, charges in e, atoms 1 to 4:
1 C -1.43
2 C 0.88
3 C -0.70
4 C -0.60

---

> What is the formula in the second record?

C18H16ClN5O3S

---

> Which value of spin multiplicity does entry 2 give?

1